# 1
# C47H62BrN6O3PRuSi

A molecular structure, C47H62BrN6O3PRuSi (ωB97M-V/def2-TZVPD, OMol25).

Calculated values
Multiplicity   6
Energy relative to the best compared isomer or geometry (same formula, charge and spin)   44.1 kcal per mole
LUMO energy (alpha / beta)   -0.0814 / -0.1764 Ha
Expectation value of S²   8.811
Frontier orbital gap (alpha / beta)   6.73 / 5.07 eV
Charge   +1
HOMO level (alpha / beta)   -8.94 / -9.87 eV

Geometry as XYZ:
```
122
C47H62BrN6O3PRuSi (ωB97M-V/def2-TZVPD)
Ru -0.7604 0.5142 0.6185
O -3.3806 3.8766 2.5886
C -4.0095 3.1312 3.5244
C -4.9346 3.7111 4.3922
C -5.5251 2.9776 5.3991
C -5.2115 1.6355 5.5491
C -4.3287 1.0398 4.6685
C -3.7206 1.7702 3.6508
C -2.8235 1.0228 2.6699
O -2.4713 1.6469 1.5519
N -1.6142 0.5239 3.4186
N -0.4988 0.4290 2.6214
C 0.7125 0.5540 3.2148
C 1.8514 1.0206 2.5935
Br 1.5143 1.6514 0.7674
C 3.1451 0.9254 3.1395
C 4.4217 1.2697 2.6526
C 4.6880 2.1321 1.5647
C 5.9738 2.3181 1.1094
C 7.0431 1.6681 1.7134
C 6.8188 0.8817 2.8400
C 5.5427 0.6975 3.3100
H -3.7072 4.7852 2.6247
H -5.1833 4.7558 4.2647
H -6.2272 3.4542 6.0669
H -5.6589 1.0614 6.3447
H -4.0976 -0.0124 4.7620
H -3.3966 0.0867 2.4450
H -1.4355 1.0540 4.2725
H 0.7836 0.3117 4.2727
H 3.1561 0.3931 4.0820
H 3.8811 2.6801 1.1108
H 6.1588 2.9857 0.2802
H 8.0397 1.7788 1.3170
H 7.6525 0.4128 3.3407
H 5.3752 0.0833 4.1823
C -2.0025 -1.2072 0.3646
Si -1.1778 -2.8892 0.5418
C 0.5295 -2.8385 -0.4145
N 1.4242 -1.8223 0.0669
C 2.2619 -1.2083 -0.9429
C 3.2401 -2.2349 -1.5477
C 3.7403 -3.2005 -0.4636
C 3.6692 -2.5386 0.9079
C 2.2051 -2.1773 1.2419
C -2.2209 -4.2425 -0.3071
C -2.6370 -4.1183 -1.6325
C -3.3998 -5.1000 -2.2383
C -3.7602 -6.2348 -1.5328
C -3.3686 -6.3696 -0.2123
C -2.6138 -5.3816 0.3927
C -0.8057 -3.4835 2.3043
C -1.3410 -2.8465 3.4183
C -1.1129 -3.3315 4.6939
C -0.3413 -4.4656 4.8791
C 0.1938 -5.1192 3.7817
C -0.0424 -4.6341 2.5094
H -2.8617 -1.1625 1.0356
H -2.3752 -1.0671 -0.6585
H 0.3157 -2.6550 -1.4664
H 0.9669 -3.8388 -0.3400
H 2.8386 -0.4149 -0.4646
H 1.6391 -0.7537 -1.7176
H 4.0790 -1.6896 -1.9829
H 2.7590 -2.8001 -2.3465
H 4.7652 -3.5028 -0.6793
H 3.1347 -4.1103 -0.4483
H 4.2960 -1.6443 0.9174
H 4.0486 -3.2140 1.6753
H 2.2068 -1.3269 1.9316
H 1.7153 -3.0095 1.7460
H -2.3592 -3.2397 -2.1979
H -3.7163 -4.9780 -3.2637
H -4.3478 -7.0059 -2.0066
H -3.6534 -7.2448 0.3507
H -2.3217 -5.4951 1.4255
H -1.9471 -1.9638 3.2822
H -1.5439 -2.8259 5.5455
H -0.1683 -4.8488 5.8723
H 0.7889 -6.0099 3.9184
H 0.3579 -5.1676 1.6572
O -0.9749 0.8427 -1.5085
P -0.4035 1.8004 -2.4995
N 0.5216 0.8806 -3.5517
C -0.1181 -0.3751 -3.9563
C 0.9412 -1.0262 -4.8318
C 1.4678 0.1646 -5.6308
C 1.3681 1.3458 -4.6521
N 0.5785 2.9497 -1.8061
C 1.8149 3.5515 -2.3106
C 1.8552 4.9601 -1.7092
C 0.9221 4.8762 -0.5050
C -0.1627 3.9340 -1.0055
N -1.6854 2.6422 -3.1450
C -3.0111 2.0559 -3.3007
C -3.4560 2.3925 -4.7362
C -2.2722 3.1415 -5.3619
C -1.5235 3.6793 -4.1433
H -1.0305 -0.1903 -4.5386
H -0.3843 -0.9571 -3.0728
H 0.5354 -1.8097 -5.4676
H 1.7343 -1.4435 -4.2114
H 0.8378 0.3353 -6.5041
H 2.4892 0.0134 -5.9732
H 0.9513 2.2227 -5.1546
H 2.3530 1.6017 -4.2534
H 1.8431 3.6028 -3.3987
H 2.6624 2.9473 -1.9705
H 1.4659 5.6817 -2.4275
H 2.8649 5.2544 -1.4347
H 0.5263 5.8480 -0.2222
H 1.4461 4.4454 0.3457
H -0.8780 4.4855 -1.6247
H -0.7252 3.4332 -0.2086
H -3.6876 2.5034 -2.5668
H -2.9673 0.9841 -3.1006
H -4.3333 3.0357 -4.7110
H -3.7065 1.4976 -5.3006
H -2.5889 3.9410 -6.0283
H -1.6351 2.4551 -5.9239
H -1.9994 4.6032 -3.7910
H -0.4667 3.8787 -4.3280
```


# 2
# C20H40AsIrN2S2Si3

A molecular structure, C20H40AsIrN2S2Si3 (ωB97M-V/def2-TZVPD, OMol25).

Calculated values
Energy relative to the best compared isomer or geometry (same formula, charge and spin)   15.0 kcal per mole
LUMO energy   0.1613 Ha
Frontier orbital gap   4.85 eV
Charge   -2
HOMO level   -0.46 eV

Geometry as XYZ:
```
69
C20H40AsIrN2S2Si3 (ωB97M-V/def2-TZVPD)
Ir -1.1585 0.6362 -0.1293
C 0.4036 6.2994 -1.3975
Si 1.7999 5.2243 -0.7577
C 3.4070 5.9354 -1.4583
C 1.9176 5.3505 1.1104
C 1.6625 3.4563 -1.3323
C 2.6981 2.8160 -2.0095
C 2.5975 1.4701 -2.3463
C 1.4260 0.8021 -2.0331
N 0.4010 1.3872 -1.4185
C 0.5224 2.6862 -1.0163
S -0.8085 3.1477 -0.0321
H 0.5753 7.3523 -1.1567
H -0.5425 5.9825 -0.9584
H 0.3169 6.2063 -2.4824
H 3.4979 6.9888 -1.1801
H 3.4334 5.8727 -2.5485
H 4.2824 5.4118 -1.0677
H 2.0599 6.3869 1.4307
H 2.7593 4.7598 1.4795
H 1.0064 4.9593 1.5617
H 3.6013 3.3629 -2.2589
H 3.4019 0.9457 -2.8456
H 1.2912 -0.2457 -2.2611
S -3.1772 1.2640 -1.8005
C -4.3791 0.1598 -1.4444
N -5.2359 -0.5934 -1.2129
C -1.6825 -4.3879 1.7940
Si -2.6354 -3.0321 0.8444
C -3.4224 -1.9222 2.1415
C -4.0386 -3.9720 -0.0010
As -1.6385 -1.7020 -0.7868
Si -0.0825 -3.1789 -1.6590
C 0.3917 -2.6832 -3.4338
C -0.9246 -4.8549 -1.9609
C 1.5524 -3.5966 -0.7859
H -2.3747 -4.8768 2.4890
H -0.8424 -4.0080 2.3755
H -1.2993 -5.1556 1.1185
H -4.1848 -2.4663 2.7099
H -3.8891 -1.0739 1.6380
H -2.6782 -1.5270 2.8330
H -4.6108 -4.5735 0.7141
H -3.6534 -4.6349 -0.7794
H -4.7017 -3.2412 -0.4697
H -0.5258 -2.4838 -3.9920
H 0.9225 -3.5070 -3.9234
H 1.0157 -1.7944 -3.5129
H -1.8612 -4.7025 -2.5014
H -1.1559 -5.3885 -1.0382
H -0.2758 -5.4948 -2.5686
H 2.1896 -2.7157 -0.6904
H 2.1061 -4.3616 -1.3419
H 1.3565 -3.9740 0.2207
C -0.0253 -0.2951 3.9520
C 0.3978 -0.1651 2.4859
C 1.6011 0.7932 2.3907
C 0.8239 -1.5181 1.9449
C -0.6948 0.5165 1.6634
H 0.7750 -0.7402 4.5545
H -0.9100 -0.9282 4.0431
H -0.2661 0.6850 4.3731
H 2.4261 0.4436 3.0250
H 1.3235 1.8040 2.6986
H 1.9448 0.8434 1.3556
H 1.7020 -1.9015 2.4798
H 1.0529 -1.4253 0.8854
H 0.0144 -2.2392 2.0328
H -0.9821 1.4110 2.2478
```


# 3
# C6H15N

A single C6H15N molecule (ωB97M-V/def2-TZVPD, OMol25).

Calculated values
SMILES   CC[C@@H](C)[C@H](C)N
Energy relative to the best compared isomer or geometry (same formula, charge and spin)   21.9 kcal per mole
LUMO energy   0.0391 Ha
Frontier orbital gap   10.28 eV
HOMO level   -9.22 eV

Geometry as XYZ:
```
22
C6H15N (ωB97M-V/def2-TZVPD)
C -0.2670 -1.7839 1.1388
C -0.9111 -1.0505 -0.0318
C -0.1782 0.2107 -0.5491
C 1.3164 -0.1120 -0.6766
C -0.2994 1.3766 0.5494
C 0.2556 2.7371 0.1567
N -1.1220 -2.0008 -1.1556
H 0.5320 -2.4150 0.7187
H 0.1721 -1.0895 1.8782
H -0.9987 -2.2573 1.7788
H -1.9275 -0.7062 0.2275
H -0.6893 0.5981 -1.4242
H 1.6777 -1.1315 -0.7004
H 1.7138 0.4453 -1.5310
H 1.9636 0.3165 0.0929
H -1.3735 1.5252 0.6735
H 0.1626 0.9038 1.4119
H 1.3523 2.6831 0.1681
H -0.1137 3.4597 0.8635
H 0.0151 2.9638 -0.8787
H -0.4585 -1.7620 -1.8876
H -0.8226 -2.9113 -0.8230
```


# 4
# C3H2ClO3

2 unconnected molecules or ions with the total composition C3H2ClO3 (ωB97M-V/def2-TZVPD, OMol25).

Calculated values
Energy relative to the best compared isomer or geometry (same formula, charge and spin)   0.0 kcal per mole
LUMO energy (alpha / beta)   -0.2434 / -0.2487 Ha
Frontier orbital gap (alpha / beta)   8.28 / 8.05 eV
Charge   +1
HOMO level (alpha / beta)   -14.91 / -14.82 eV

Geometry as XYZ:
```
9
C3H2ClO3 (ωB97M-V/def2-TZVPD)
C -0.9873 1.2259 0.1718
C 1.3233 -1.3055 1.4270
C -0.0114 -0.2219 -1.5116
O 0.3484 -0.6532 1.3571
O -0.6382 0.4798 -0.7585
O 2.2145 -2.0248 1.3873
Cl -0.1977 -0.4803 -3.1551
H -0.3405 2.0681 0.2983
H -1.7111 0.9121 0.7837
```